Record 1
ORCA calculation (ωB97M-V/def2-TZVPD) on C20H25N3O2 in the gas phase in a non-equilibrium geometry.

Last column: Mulliken charge in e.
Atoms and positions in Å:
1 O 2.89059 -0.79761 1.03976  -0.734
2 O -1.09743 -0.32038 4.74170  -0.607
3 C 1.98304 0.02454 1.08035  -0.035
4 C 0.03183 -0.50068 4.55648  -0.338
5 C -1.79687 1.47755 -5.08513  -0.928
6 C -2.27405 0.17191 -4.98864  -0.397
7 C -0.41249 2.98331 -3.66641  -1.190
8 C 0.18370 3.05328 -2.33084  -0.752
9 C -0.26112 0.65067 -1.88967  -0.367
10 C -0.93617 1.76139 -4.00676  1.161
11 C -0.94135 0.59382 -3.13789  -0.035
12 C 0.28860 1.86962 -1.50725  -0.006
13 N -1.72338 -0.32337 -3.76853  0.173
14 N 0.93067 -0.11603 5.45814  -0.180
15 N 1.91588 0.87076 0.06299  -0.082
16 C -1.52095 -2.75806 -4.39082  -1.243
17 C -1.94936 -1.76886 -3.39138  -0.294
18 C 2.23973 -0.56702 5.25658  -0.524
19 C 0.88198 1.97163 -0.18380  -0.035
20 C -0.34908 1.95590 0.82802  -0.997
21 C -0.44993 0.64636 1.63654  -0.635
22 C -0.03473 -2.30519 2.65310  -2.179
23 C 1.96367 -1.38661 4.04839  -1.010
24 C 0.91126 0.17071 2.22104  -0.074
25 C 0.65891 -0.99388 3.24623  1.928
26 H -1.82265 2.17103 -5.97002  0.311
27 H -2.93608 -0.41215 -5.67703  0.350
28 H -0.28266 3.88493 -4.19980  0.379
29 H 0.62285 3.98123 -1.85052  0.265
30 H -0.03430 -0.12292 -1.24385  0.743
31 H 0.57418 -0.24576 6.44426  0.335
32 H 2.62866 0.82920 -0.74062  0.367
33 H -1.77049 -2.64425 -5.45370  0.326
34 H -1.75528 -3.79509 -4.05921  0.364
35 H -0.45402 -2.77873 -4.38483  0.347
36 H -3.00002 -2.03144 -3.31008  0.255
37 H -1.50373 -1.99069 -2.31793  0.197
38 H 2.97808 0.22764 5.00649  0.261
39 H 2.68512 -1.13620 6.09304  0.339
40 H 1.41001 2.95584 -0.13766  0.439
41 H -0.09085 2.70702 1.53025  0.464
42 H -1.34916 2.25955 0.40876  0.360
43 H -1.21525 0.72185 2.44687  0.461
44 H -0.92130 -0.12346 0.97206  0.167
45 H -1.06591 -2.11057 2.31612  0.386
46 H 0.46964 -2.78733 1.82263  0.391
47 H -0.19258 -3.08230 3.29630  0.690
48 H 2.84911 -1.45880 3.38823  0.368
49 H 1.71592 -2.42759 4.42214  0.338
50 H 1.32779 1.04525 2.71587  0.476

Cartesian forces, eV/Å:
-0.1957 -0.4710 1.0072
-5.9003 0.1556 0.6787
0.3379 -1.8646 0.4826
1.4085 0.4837 -2.7773
-0.2722 -0.7514 -2.6001
1.1841 1.5119 0.8999
2.5418 0.0288 5.0374
-0.1421 -0.8488 -0.5972
-0.3118 1.6685 -2.1899
-1.1204 -0.8795 0.5355
0.5521 1.6048 -0.0755
-0.8420 0.8352 -3.0715
-1.3684 -2.7864 -0.7585
-0.1179 0.5816 5.0180
-1.1802 3.1729 -2.7992
1.9041 -1.8612 -0.6978
-0.4266 0.9966 2.3233
1.7079 0.4381 -0.9081
0.2611 -0.1386 1.4904
0.7092 -0.4749 0.5420
-0.9776 -0.6050 -0.7084
-0.3835 3.0289 -1.5696
1.8655 -3.6923 -2.5850
-0.8420 0.1699 -0.8044
2.3806 -1.1485 0.7568
-0.5591 -0.9601 1.0517
0.8840 0.5444 1.0988
-0.5844 0.5164 -1.1476
-0.6127 -0.9822 -1.1431
-0.1263 -1.9583 0.9486
0.2981 0.9354 -1.6588
-1.3836 -0.3831 2.1427
-0.5720 0.3034 0.5083
-0.3605 0.7338 -0.2404
1.1315 0.0019 -0.2814
-0.5962 1.0951 0.5514
-0.6370 0.6371 -2.3259
-0.5666 -0.0512 0.3403
-0.4407 0.1186 -0.3748
-0.3575 -0.7620 0.3410
0.0171 0.9573 0.9331
1.3023 -0.4721 -0.0998
0.7559 0.2662 -0.3996
0.7287 0.2534 0.4106
0.3600 0.4264 -0.0728
0.5529 0.5530 -0.2979
0.0518 -1.7011 2.5585
-0.5008 -0.2444 0.2297
0.4818 0.8949 -0.4498
-0.0387 0.1228 0.7479

Properties
- HOMO-LUMO gap: 0.315 Eh
- Charge: 0
- Electronic energy: -29709.1304 eV
- ΔE to the lowest compared entry with this formula, charge and spin: 361.41 kJ/mol

---

Record 2
ORCA calculation (ωB97M-V/def2-TZVPD) on C4H5Cl3O2S in the gas phase in a non-equilibrium geometry.

Last column: Mulliken charge in e.
Atoms and positions in Å:
1 C -0.54187 -0.20327 1.24959  -0.947
2 C -0.85343 -1.01553 0.01873  -0.341
3 C -0.54616 -0.16407 -1.16468  -0.168
4 C 0.73888 0.69848 -0.96975  -0.439
5 O 2.14126 0.05803 1.46021  -0.539
6 O 0.97897 2.12141 1.37309  -0.646
7 S 1.03021 0.76242 0.93910  1.128
8 Cl 0.42675 -2.32447 -0.02573  -0.122
9 Cl -1.91249 0.95999 -1.23333  -0.159
10 Cl 2.11049 -0.06472 -1.65337  -0.084
11 H -1.38353 0.48324 1.49779  0.402
12 H -0.26819 -0.81528 2.08235  0.487
13 H -1.75948 -1.43106 -0.10609  0.554
14 H -0.72002 -0.75364 -2.19355  0.366
15 H 0.55861 1.68845 -1.27435  0.509

Cartesian forces, eV/Å:
-0.4532 1.0918 0.5070
5.0241 0.6619 0.5213
-0.5342 -0.0042 -2.7643
-0.4663 -2.2168 1.4854
0.7734 -1.4603 -0.4486
-0.9895 0.7874 -0.3269
-1.9084 0.2975 -0.5694
-0.6814 -0.3804 0.0275
-0.9076 0.9771 -0.1062
1.0840 0.0264 -0.9371
0.8115 -0.2987 -0.1007
-0.1548 -0.3950 0.6105
-3.1427 -1.5157 0.1869
1.3679 1.2189 2.3847
0.1773 1.2101 -0.4700

Properties
- HOMO-LUMO gap: 0.406 Eh
- Charge: 0
- Electronic energy: -56725.1621 eV
- ΔE to the lowest compared entry with this formula, charge and spin: 0.00 kJ/mol

---

Record 3
ORCA calculation (ωB97M-V/def2-TZVPD) on a molecular structure, C2H10N6 in a non-equilibrium geometry.

Last column: Mulliken charge in e.
Atoms and positions in Å:
1 C 2.45509 -0.54604 -0.10141  0.392
2 C 1.12353 1.62576 -0.24568  -0.361
3 N 1.86654 0.45948 -0.06100  0.102
4 N -0.57215 -0.33196 0.35721  -0.090
5 N 3.15613 -1.57752 -0.01706  -0.328
6 N -0.21571 1.54786 0.43786  -0.486
7 N -1.54645 -0.65176 0.84114  0.149
8 N -3.00768 -0.83694 -0.53414  -0.654
9 H 1.87658 2.34243 0.02130  0.399
10 H 0.81941 1.89939 -1.21331  0.375
11 H 4.00547 -1.74872 0.44449  0.272
12 H 2.95395 -2.47623 -0.39972  0.284
13 H -0.24647 2.04012 1.32810  0.295
14 H -1.02446 1.81533 -0.11706  0.361
15 H -2.05534 -0.88392 1.66518  0.340
16 H -3.31497 -1.78017 -0.36170  0.329
17 H -2.48160 -0.67116 -1.38377  0.326
18 H -3.79187 -0.22595 -0.66044  0.295

Cartesian forces, eV/Å:
-1.1290 3.0392 0.4550
-1.9475 0.9771 1.1019
0.7419 -3.1719 -0.9014
-0.4075 -2.1806 0.5196
0.3587 -2.1747 -0.4610
1.6817 1.9019 0.7369
1.3288 0.0529 -0.8081
-0.2721 0.7317 -0.0194
-0.4328 1.2791 0.8420
0.5632 -0.5131 -1.9404
1.6673 1.1427 1.2764
-1.2438 -0.4586 -0.9468
0.0275 -0.0702 0.0086
0.5917 0.4523 -0.2537
-0.7526 0.0292 0.7106
-0.1451 -0.3828 -0.6592
0.2895 -0.8868 -0.1197
-0.9200 0.2327 0.4589

Properties
- HOMO-LUMO gap: 0.380 Eh
- Charge: +2
- Electronic energy: -11155.3205 eV
- ΔE to the lowest compared entry with this formula, charge and spin: 335.69 kJ/mol